Density functional theory data (ωB97M-V/def2-TZVPD) for a gas-phase ion, C4H11N2O (charge +1) at a distorted geometry.

Output
- HOMO energy (Ha) = -0.501
- net charge = +1
- LUMO level (eV) = -3.58
- energy (Eh) = -343.48503
- energy relative to the best compared isomer or geometry (same formula, charge and spin) (kJ/mol) = 207.8
- gap between HOMO and LUMO (eV) = 10.04
- SMILES string = CN(C)C(=O)C[NH3+]

Atoms and positions in Å:
1 O -0.8057 1.2624 0.3809
2 N -0.6772 -0.1972 2.4206
3 N 0.4098 -0.0356 -1.0214
4 C -0.3499 -0.9594 1.1917
5 C 1.2207 -1.1949 -1.2087
6 C 0.3822 1.0625 -2.0770
7 C -0.2603 0.2004 0.0974
8 H 0.9455 1.9315 -1.8319
9 H -0.0760 0.6967 2.2613
10 H 1.2219 -1.3502 -2.2910
11 H -1.6335 0.2487 2.3550
12 H 0.5761 -1.4888 1.2826
13 H -0.6797 1.4867 -2.1308
14 H 0.7782 -1.9671 -0.6186
15 H 2.2985 -1.1246 -0.7596
16 H -0.5242 -0.7922 3.2118
17 H -1.2712 -1.5727 0.7828
18 H 0.7260 0.8113 -3.1244

natural (NBO) atomic charge list, values in e, 5 entries: O -0.65; N -0.70; N -0.40; C -0.35; C -0.40